{"formula": "C4H13N5", "method": "wB97M-V/def2-TZVPD", "elements": ["C", "C", "C", "N", "C", "N", "N", "N", "N", "H", "H", "H", "H", "H", "H", "H", "H", "H", "H", "H", "H", "H"], "positions_angstrom": [[-0.1785, 0.9369, -0.2123], [-0.9649, -2.0489, 1.1933], [-0.0854, 1.9850, 0.9087], [-0.1910, -2.1744, -0.0208], [0.9690, -0.0717, -0.0878], [-1.0301, -2.1107, -1.1575], [2.1999, 0.5094, 0.0380], [-0.1701, 1.4923, -1.5602], [0.9609, -1.3420, -0.0315], [-1.1358, 0.4174, -0.0996], [-0.5024, -2.4842, -1.9428], [-1.3271, -1.1667, -1.4087], [2.9759, -0.1325, 0.0218], [2.3622, 1.4360, -0.3131], [0.7039, 1.9689, -1.7562], [-0.9211, 2.1665, -1.6678], [-1.6083, -2.9258, 1.2572], [-0.2745, -2.0416, 2.0336], [-1.5899, -1.1518, 1.2465], [-1.0022, 2.5718, 0.9491], [0.0610, 1.4998, 1.8706], [0.7484, 2.6664, 0.7395]], "forces_ev_per_angstrom": [[-0.10, -0.10, 0.28], [0.03, -0.28, 0.08], [-0.04, -0.18, -0.16], [-0.48, 0.28, -0.25], [-0.79, 0.01, -0.03], [0.09, -0.06, -0.25], [0.40, 0.33, 0.05], [-0.03, 0.03, -0.23], [0.68, -0.34, 0.06], [0.30, -0.05, 0.03], [-0.13, 0.05, 0.17], [0.22, 0.03, 0.09], [0.00, 0.03, -0.09], [0.03, -0.04, 0.01], [-0.11, 0.02, -0.03], [0.11, -0.02, -0.01], [-0.05, 0.09, 0.08], [0.01, -0.04, 0.06], [-0.09, 0.16, 0.00], [-0.04, 0.04, -0.02], [-0.01, 0.01, 0.14], [0.02, 0.01, 0.02]], "charge": 0, "gap_ev": 8.672, "homo_energy_ev": -7.9, "smiles": "C[C@@H](N)/C(N)=N\\N(C)N"}



{"formula": "C3H3FN2", "method": "wB97M-V/def2-TZVPD", "elements": ["C", "C", "C", "N", "N", "F", "H", "H", "H"], "positions_angstrom": [[1.2181, 1.7716, -0.0641], [0.2517, -0.4739, -0.0794], [-1.1270, -0.1460, 0.0215], [1.8512, 2.7116, -0.0276], [1.3146, -1.0395, -0.0124], [1.2946, -2.5159, 0.0470], [-1.6058, 0.2591, -0.8996], [-1.3423, 0.5319, 0.9977], [-1.8551, -1.0988, 0.0168]], "forces_ev_per_angstrom": [[-2.48, -4.78, -0.15], [0.71, 2.96, 0.28], [-4.12, -0.58, 1.13], [1.45, 2.38, 0.09], [1.34, -2.29, -0.15], [-0.60, 2.00, -0.04], [1.11, 0.60, 0.61], [0.57, -1.68, -2.52], [2.01, 1.38, 0.75]], "charge": 0, "gap_ev": [7.869, 7.867], "homo_energy_ev": [-10.8, -10.8]}



{"formula": "C5H12NP", "method": "wB97M-V/def2-TZVPD", "elements": ["C", "C", "C", "C", "C", "N", "P", "H", "H", "H", "H", "H", "H", "H", "H", "H", "H", "H", "H"], "positions_angstrom": [[-1.1340, 0.6053, -0.3727], [-1.8682, 1.9151, -0.6966], [2.0935, -0.5577, -0.8261], [1.2951, -0.7721, 1.4969], [0.8129, -0.5346, -0.0458], [0.2191, 0.7626, -0.1514], [-2.0037, -0.9457, -0.4569], [-2.3281, 2.0797, 0.2741], [-1.1183, 2.6086, -0.7137], [-2.6179, 1.7796, -1.3500], [2.9998, -0.0825, -0.3998], [2.3069, -1.5389, -0.9430], [1.9954, -0.1180, -1.7288], [1.7636, 0.1219, 1.8139], [2.0462, -1.5354, 1.5738], [0.4151, -0.9322, 2.1736], [0.0766, -1.3319, -0.2397], [-3.2392, -0.2720, -0.2057], [-1.7149, -1.2517, 0.7979]], "forces_ev_per_angstrom": [[5.26, 3.21, -0.45], [1.35, -3.02, 4.65], [0.33, 0.91, 2.07], [-2.22, 0.10, -1.13], [1.86, 0.28, 3.76], [-5.93, -1.26, -1.07], [-1.45, 0.22, -2.12], [-0.66, 0.43, 0.22], [1.52, 2.19, -1.20], [-2.23, 0.12, -2.86], [-0.86, -0.07, 0.49], [1.11, -3.24, -0.69], [-0.56, 1.31, -3.22], [0.44, 1.13, 0.26], [0.02, -0.74, -0.01], [0.82, -0.15, -0.54], [0.99, -0.14, -0.58], [0.10, -0.46, 0.11], [0.11, -0.81, 2.28]], "charge": 0, "gap_ev": 9.976, "homo_energy_ev": -9.0, "smiles": "C/C(P)=N/C(C)C"}



{"formula": "C2HFORh", "method": "wB97M-V/def2-TZVPD", "elements": ["H", "C", "C", "O", "F", "Rh"], "positions_angstrom": [[-0.6765, -1.5240, 0.4719], [0.1510, -0.0445, 0.0346], [-1.0045, -0.6406, -0.2616], [1.2198, 0.4185, -0.2129], [-2.1443, 0.0075, -0.1511], [2.4546, 1.7831, 0.1191]], "forces_ev_per_angstrom": [[-1.84, -0.96, -1.44], [4.08, 3.63, -3.00], [-3.90, -0.16, 3.95], [-5.11, -4.45, 0.73], [2.48, -2.17, -1.01], [4.30, 4.11, 0.77]], "charge": 3, "gap_ev": [10.247, 8.625], "homo_energy_ev": [-28.2, -29.7], "spin_multiplicity": 5}



ΔE to the lowest compared entry with this formula, charge and spin values, unit kJ/mol, following the record order: 167.27 699.76 216.81 0.00.